# 1
Here is a molecular structure, C20H9Cl4F6N3O6S2Ti in a non-equilibrium geometry from the OMol25 dataset. Energies are from ωB97M-V/def2-TZVPD.

The energy above the lowest of the compared OMol25 structures with the same formula, charge and spin comes out at 73.11 kJ/mol. The spin multiplicity is 1. Its net charge is -2. As for the LUMO energy: 0.1589 Ha. As for the electronic energy: -148825.0564 eV. The largest force on an atom comes out at 1.73 eV Å⁻¹.

Each line ends with the natural charge from an NBO analysis.
Cartesian coordinates (Å):
Ti  -0.637  0.415  0.636  1.503
F  -1.642  2.674  -0.984  -0.381
C  -2.199  1.496  -0.488  0.633
F  -2.789  0.914  -1.583  -0.371
F  -3.282  1.933  0.223  -0.360
S  -2.648  -1.237  1.918  1.689
O  -1.101  -0.789  2.042  -0.962
O  -2.862  -2.409  2.759  -0.960
N  -3.278  0.120  2.769  -1.179
S  -2.144  1.084  3.144  2.233
O  -1.302  0.854  4.294  -0.942
O  -1.396  1.718  1.987  -0.938
C  -3.098  2.538  3.719  0.736
F  -3.971  3.001  2.834  -0.313
F  -3.765  2.231  4.835  -0.327
F  -2.250  3.528  4.016  -0.327
Cl  -0.727  -5.955  -1.672  -0.016
C  -0.166  -4.453  -0.998  -0.115
C  1.085  -4.365  -0.413  -0.089
Cl  2.120  -5.761  -0.349  -0.016
C  1.526  -3.146  0.124  -0.160
Cl  3.104  -2.990  0.835  -0.013
C  0.720  -2.015  0.090  0.364
O  1.059  -0.836  0.535  -0.730
C  -0.560  -2.113  -0.512  0.240
O  -1.264  -0.992  -0.529  -0.735
C  -0.987  -3.313  -1.047  -0.107
Cl  -2.553  -3.361  -1.795  0.000
C  0.828  -1.489  -4.694  -0.223
C  -0.379  -0.917  -4.313  -0.216
C  -0.444  -0.077  -3.210  -0.213
C  0.705  0.191  -2.483  0.193
C  1.914  -0.376  -2.862  -0.232
C  1.976  -1.212  -3.965  -0.214
N  0.641  0.989  -1.283  -0.166
N  1.666  1.649  -1.113  -0.108
C  1.849  2.138  0.196  -0.003
C  2.935  2.984  0.399  -0.191
C  3.254  3.368  1.684  -0.262
C  2.496  2.877  2.749  -0.203
C  1.408  2.045  2.526  -0.238
C  1.040  1.674  1.229  -0.197
H  0.868  -2.167  -5.539  0.198
H  -1.286  -1.139  -4.862  0.206
H  -1.382  0.357  -2.904  0.261
H  2.788  -0.184  -2.255  0.232
H  2.919  -1.668  -4.240  0.200
H  3.529  3.308  -0.451  0.201
H  4.096  4.026  1.866  0.190
H  2.752  3.161  3.765  0.193
H  0.831  1.690  3.371  0.235

# 2
Here is 11 unconnected molecules or ions with the total composition C21H10Cl40NO in a non-equilibrium geometry from the OMol25 dataset. Energies are from ωB97M-V/def2-TZVPD.

The spin multiplicity is 1. Its net charge is +1. As for the LUMO energy: -0.1547 Ha. As for the electronic energy: -526363.6086 eV. The largest force on an atom comes out at 1.09 eV Å⁻¹.

Each line ends with the Löwdin charge.
Cartesian coordinates (Å):
O  -1.369  4.044  -3.251  0.122
C  -2.163  3.275  -2.471  -0.234
N  -3.465  3.236  -2.810  0.178
C  -4.351  2.508  -2.104  -0.020
C  -3.959  1.785  -1.011  -0.127
C  -2.608  1.801  -0.637  0.059
C  -1.682  2.558  -1.377  -0.059
C  -0.238  2.566  -0.980  -0.187
C  0.586  3.680  -1.146  -0.019
C  1.923  3.620  -0.767  -0.128
C  2.400  2.439  -0.220  -0.227
C  1.598  1.319  -0.037  -0.205
C  0.269  1.375  -0.434  -0.152
H  -1.715  4.949  -3.198  0.149
H  -3.775  3.752  -3.624  0.194
H  -5.378  2.529  -2.446  0.150
H  -4.686  1.229  -0.452  0.045
H  -2.241  1.265  0.228  0.136
H  0.157  4.582  -1.557  0.101
H  2.577  4.485  -0.911  -0.001
H  3.442  2.368  0.079  0.091
H  1.944  0.399  0.406  0.070
H  -0.368  0.510  -0.320  0.088
C  1.814  3.154  4.186  -2.018
Cl  0.582  4.410  4.359  0.531
Cl  1.176  1.608  4.748  0.500
Cl  2.264  2.997  2.477  0.630
Cl  3.238  3.587  5.138  0.541
C  2.477  8.250  -0.766  -2.027
Cl  4.133  8.740  -0.420  0.551
Cl  1.365  9.103  0.307  0.535
Cl  2.083  8.623  -2.448  0.529
Cl  2.314  6.497  -0.506  0.603
C  2.638  -1.959  6.613  -2.044
Cl  3.173  -0.291  6.387  0.494
Cl  0.933  -2.092  6.145  0.511
Cl  3.609  -3.031  5.602  0.495
Cl  2.819  -2.417  8.308  0.540
C  -4.675  -2.647  -0.834  -2.000
Cl  -5.633  -2.923  0.621  0.515
Cl  -4.558  -0.883  -1.115  0.608
Cl  -3.064  -3.316  -0.604  0.537
Cl  -5.448  -3.414  -2.216  0.527
C  0.287  -1.435  -3.869  -2.007
Cl  -0.432  -1.010  -5.429  0.526
Cl  0.234  -0.017  -2.789  0.629
Cl  -0.627  -2.755  -3.145  0.531
Cl  1.959  -1.937  -4.098  0.531
C  5.574  -6.524  4.686  -2.055
Cl  7.003  -7.479  5.086  0.534
Cl  4.607  -6.266  6.141  0.508
Cl  6.077  -4.959  4.026  0.500
Cl  4.608  -7.384  3.481  0.521
C  5.089  -1.479  -1.256  -2.017
Cl  3.820  -0.265  -0.997  0.581
Cl  4.460  -3.073  -0.833  0.543
Cl  5.555  -1.437  -2.957  0.508
Cl  6.488  -1.106  -0.248  0.552
C  -6.600  -3.198  4.506  -2.063
Cl  -4.871  -3.178  4.129  0.501
Cl  -7.396  -1.833  3.706  0.504
Cl  -7.308  -4.708  3.928  0.529
Cl  -6.823  -3.067  6.250  0.539
C  -5.996  -7.565  -1.563  -2.045
Cl  -6.680  -7.282  -3.169  0.525
Cl  -5.951  -6.037  -0.673  0.472
Cl  -6.995  -8.730  -0.692  0.538
Cl  -4.354  -8.197  -1.724  0.530
C  4.087  1.388  -5.897  -2.043
Cl  2.600  0.897  -6.720  0.512
Cl  4.353  3.118  -6.144  0.531
Cl  3.939  1.050  -4.170  0.462
Cl  5.452  0.480  -6.554  0.538

# 3
Here is a molecular structure, C21H11Br2F5N4O2PtS in a non-equilibrium geometry from the OMol25 dataset. Energies are from ωB97M-V/def2-TZVPD.

The energy above the lowest of the compared OMol25 structures with the same formula, charge and spin comes out at 78.41 kJ/mol. The spin multiplicity is 1. Its net charge is +2. As for the LUMO energy: -0.3409 Ha. As for the electronic energy: -199749.6819 eV. The largest force on an atom comes out at 1.07 eV Å⁻¹.

Each line ends with the natural charge from an NBO analysis.
Cartesian coordinates (Å):
Pt  -0.646  -0.362  0.054  1.165
Br  -3.440  3.450  -4.637  0.224
C  -2.651  2.347  -3.365  -0.021
C  -1.513  1.614  -3.672  -0.247
C  -0.954  0.814  -2.697  0.080
N  -1.491  0.722  -1.470  -0.452
C  -2.595  1.436  -1.160  0.176
C  -3.197  2.257  -2.088  -0.223
C  -3.032  1.299  0.240  0.191
C  -4.215  1.788  0.750  -0.227
C  -4.485  1.614  2.104  -0.019
Br  -6.073  2.257  2.825  0.227
C  -3.564  0.949  2.905  -0.250
C  -2.411  0.468  2.326  0.102
N  -2.151  0.640  1.022  -0.480
H  -1.060  1.658  -4.651  0.273
H  -0.080  0.202  -2.891  0.276
H  -4.071  2.836  -1.828  0.259
H  -4.926  2.294  0.114  0.259
H  -3.746  0.794  3.959  0.273
H  -1.678  -0.085  2.895  0.248
C  2.310  -3.979  -3.035  -0.404
N  1.699  -3.467  -1.798  -0.373
C  1.726  -4.168  -0.648  0.178
C  1.171  -3.733  0.525  -0.398
C  0.560  -2.484  0.444  0.603
O  -0.058  -1.797  1.369  -0.630
N  0.536  -1.789  -0.710  -0.616
C  1.099  -2.203  -1.888  0.780
O  1.091  -1.559  -2.910  -0.596
H  2.695  -4.976  -2.844  0.227
H  3.115  -3.318  -3.344  0.239
H  1.557  -4.014  -3.819  0.241
H  2.227  -5.126  -0.705  0.247
H  1.208  -4.313  1.432  0.278
F  4.863  1.641  4.307  -0.227
C  4.014  1.567  3.326  0.384
C  4.446  1.794  2.017  0.301
F  5.709  2.077  1.788  -0.253
C  3.538  1.706  0.991  0.389
F  3.940  1.905  -0.244  -0.256
C  2.165  1.405  1.231  -0.401
S  1.128  1.351  -0.101  0.346
C  1.772  1.198  2.576  0.379
F  0.501  0.953  2.850  -0.286
C  2.670  1.266  3.605  0.268
F  2.295  1.072  4.852  -0.251